Molecular formula: C52H133F6N11O20S2
Method: DFT, wB97M-V/def2-TZVPD

The geometry in XYZ format:
```
224
Properties=species:S:1:pos:R:3:forces:R:3:mulliken_charge:R:1
O -0.86516 -3.15195 -2.57153 0.105 -1.728 0.705 1.17
H -1.72080 -3.09175 -3.00262 -2.474 0.106 -0.844 0.21
H -0.25727 -3.25982 -3.30668 1.967 -0.753 -1.977 0.39
H -0.56663 -2.33954 -2.15621 0.117 1.918 1.291 0.78
C -2.09710 0.24964 0.21342 -0.145 -0.652 1.566 0.00
F -1.39888 -0.34837 1.23162 -1.097 0.235 -1.394 -0.09
F -3.17393 -0.51542 -0.15378 1.774 0.638 0.310 0.28
F -2.60968 1.37385 0.76424 0.723 -0.480 -1.288 -0.05
S -0.88617 0.41803 -1.30420 -0.312 1.510 -0.468 -0.02
O -1.74638 0.38198 -2.43949 -0.504 -0.779 -0.284 -0.56
O -0.13025 1.68303 -1.21103 -0.797 -2.993 0.559 -0.26
N -0.12116 -1.13181 -1.24396 -1.480 3.728 0.092 -0.84
S 1.23854 -0.88796 -0.52320 4.003 -0.344 2.669 0.33
O 2.40606 -0.84138 -1.40694 -1.732 -0.352 0.849 -0.58
O 1.23022 0.08706 0.57673 -0.227 -1.361 -1.525 0.00
C 1.42602 -2.55228 0.43608 -0.029 -0.207 -0.160 -0.10
F 0.71667 -2.66733 1.58185 -0.085 0.363 -1.182 0.01
F 1.19416 -3.65213 -0.33485 -0.390 0.851 0.169 0.14
F 2.69242 -2.60536 0.77956 0.828 0.093 0.194 -0.21
C 6.95126 -1.19185 0.56029 -0.204 1.407 -1.456 -1.10
C 6.31633 -2.56172 0.74401 0.422 1.120 -0.294 0.89
C 7.38505 -3.65918 0.80470 -2.239 -1.450 0.479 -1.03
O 8.00476 -3.94822 -0.41243 2.910 0.785 -0.617 -0.33
C 9.46635 -3.91712 -0.36445 -0.655 0.362 0.104 -0.74
N 5.47321 -2.50667 1.91641 -0.066 -0.750 1.808 -0.55
H 6.18363 -0.43273 0.41000 -0.485 0.028 0.690 -0.06
H 7.49160 -0.93863 -0.35185 0.565 -1.019 -0.344 0.54
H 7.59514 -0.83941 1.36609 -0.175 -0.388 0.375 0.39
H 5.57760 -2.83306 -0.01016 0.515 0.224 -0.739 -0.01
H 6.82991 -4.59299 0.89377 -0.364 -0.057 1.228 0.27
H 8.02773 -3.53455 1.67621 0.371 0.128 -0.172 0.47
H 9.85718 -2.94848 -0.67603 -0.160 0.067 -0.483 0.28
H 9.89579 -4.72468 -0.95735 -0.353 0.123 -0.267 0.27
H 9.89369 -4.02718 0.63223 -0.512 -0.297 0.373 0.33
H 4.72779 -1.82564 1.89118 -0.122 -0.413 -1.295 -0.16
H 5.95505 -2.11013 2.71057 0.797 -0.329 0.296 0.40
C 2.03908 -9.41920 4.42028 0.343 -0.180 -0.365 -1.39
C 3.08576 -8.35725 4.19067 0.572 -1.045 0.032 0.57
C 2.41942 -7.01753 3.89894 1.778 -0.804 1.015 -0.55
O 1.92336 -6.95121 2.57752 -0.132 0.228 0.494 -0.36
C 1.59097 -5.60235 2.29840 0.169 0.433 -0.226 -0.04
N 4.10995 -8.36635 5.28618 -0.872 0.455 0.215 -0.75
H 1.48251 -9.36849 5.35611 0.228 0.158 0.079 0.33
H 2.57486 -10.36352 4.32387 -0.555 -0.400 0.138 0.37
H 1.35666 -9.27169 3.58324 -0.246 -0.510 0.024 0.33
H 3.60222 -8.69725 3.29303 -0.102 0.397 -0.546 0.20
H 3.29059 -6.39456 4.10160 -0.292 1.268 -0.514 0.26
H 1.68504 -6.84428 4.68557 -0.419 0.313 -0.196 0.28
H 2.48306 -4.99939 2.46788 -0.036 0.339 0.080 0.29
H 0.76298 -5.22266 2.89704 -0.001 -0.113 0.452 0.28
H 1.27646 -5.42064 1.27070 0.172 -0.732 -0.112 -0.40
H 4.85612 -7.68892 5.21969 -0.242 0.466 -0.424 0.22
H 4.60555 -9.24587 5.31661 -0.359 -0.320 -0.098 0.25
C 8.09843 2.83084 3.17670 -1.514 0.726 0.409 -1.49
C 7.05201 2.81671 1.98164 0.692 -0.445 2.211 0.44
C 5.56880 2.47175 2.47116 2.295 -1.773 -0.352 -0.43
O 5.51730 1.01218 2.69820 1.971 2.471 0.205 -0.38
C 4.28666 0.48612 2.55697 -2.195 -0.146 -1.123 -0.15
N 6.99706 4.13363 1.43170 -0.320 1.196 0.137 -0.83
H 9.11359 3.10722 2.89180 -0.005 -0.732 -0.270 0.38
H 7.96633 2.02867 3.90277 0.575 -0.917 -0.764 0.32
H 7.86000 3.60951 3.90121 -0.470 0.853 -0.335 0.40
H 7.54188 2.20501 1.22404 -0.938 -0.797 -0.026 0.20
H 4.92502 2.95583 1.73678 -0.549 -1.098 -0.593 0.16
H 5.27114 2.98240 3.38699 0.546 0.042 0.500 0.44
H 3.51853 1.02914 3.10760 -0.204 -0.136 0.593 0.14
H 4.26912 -0.58093 2.77880 -0.067 0.475 0.528 0.40
H 3.97826 0.60748 1.51857 -0.383 -0.314 -0.434 0.13
H 6.37298 4.13598 0.63758 0.001 -0.166 -0.566 0.23
H 6.39158 4.56996 2.11222 0.172 1.217 0.226 0.38
C -5.86739 0.20873 1.26419 0.763 -0.467 0.861 0.35
C -7.25845 0.68296 1.09221 0.164 0.948 -3.156 0.46
C -7.60602 0.93399 -0.33210 0.352 -1.351 -2.267 -0.85
O -7.39465 -0.33476 -0.97549 -0.388 -0.984 -1.327 -0.29
C -7.66940 -0.43842 -2.39782 1.312 0.602 0.986 -0.45
N -8.15294 -0.31885 1.57946 -1.142 0.567 2.099 -0.70
H -5.66762 -0.77623 0.84224 -0.322 0.149 -0.113 -0.83
H -5.90744 0.08871 2.34682 1.172 -0.119 0.214 0.17
H -5.09013 0.89224 0.92246 -0.112 0.191 0.287 -0.09
H -7.29937 1.71454 1.44188 -0.494 -0.056 1.263 0.36
H -6.95165 1.67589 -0.78979 -0.054 0.341 -0.041 0.14
H -8.65778 1.14361 -0.52696 -0.171 0.714 0.397 0.63
H -8.52387 0.15551 -2.72221 -0.080 -0.019 0.067 0.40
H -7.73778 -1.46916 -2.74568 -0.539 -0.207 0.695 0.36
H -6.75221 -0.11626 -2.89083 -0.091 0.556 -0.381 -0.26
H -8.57316 0.22551 2.31917 -0.629 -0.810 0.917 0.34
H -8.93615 -0.49186 0.96566 0.171 -0.065 -0.466 0.28
C 4.13655 2.25076 -1.14267 0.218 -0.424 -1.097 -0.64
C 4.26527 3.73253 -1.41602 -0.259 0.919 -0.769 0.45
C 3.46716 4.45104 -2.57028 2.522 -0.160 -0.363 -0.87
O 3.87693 4.04508 -3.89886 -1.605 -0.864 1.538 -0.44
C 2.99408 2.95297 -4.27882 2.058 0.409 0.379 -0.32
N 3.90826 4.42614 -0.22885 -0.041 0.077 1.747 -0.23
H 4.52790 1.67254 -1.97968 0.044 -0.032 -0.148 0.53
H 3.10595 1.91284 -1.03412 -0.135 0.152 0.311 -0.06
H 4.73756 1.94913 -0.28482 -0.160 0.185 0.135 -0.25
H 5.30169 4.03178 -1.57216 0.300 -0.534 -0.456 0.31
H 3.86230 5.46561 -2.51930 -0.264 0.258 0.179 0.42
H 2.40126 4.50133 -2.34795 -0.300 -0.428 -0.427 0.30
H 3.62099 2.37880 -4.96103 -0.885 0.393 -1.285 0.28
H 2.06376 3.46885 -4.51644 -0.237 -1.020 -0.652 0.37
H 2.93162 2.17825 -3.51461 -0.675 0.456 0.676 -0.07
H 2.99822 4.12974 0.09377 -0.219 0.518 0.211 -0.12
H 4.03779 5.42654 -0.27905 -0.436 -0.013 0.046 0.27
C -3.82986 5.49894 3.15114 -1.231 -0.148 0.458 -0.49
O -4.85772 4.56133 3.43464 -0.425 -0.491 -0.200 -0.38
C -4.50876 3.65453 4.45223 -0.321 0.427 0.479 -0.78
C -4.07020 2.34422 3.90017 1.843 -1.834 1.149 0.68
N -3.19675 1.64694 4.95330 -1.269 -0.774 -1.169 -0.59
C -2.79032 0.28174 4.43995 -0.244 1.903 0.409 0.24
C -2.04604 -0.49691 5.54338 -0.605 -0.229 -1.211 -0.80
O -1.85717 -1.88637 5.18243 -0.921 0.967 1.896 -0.48
C -1.12347 -2.15702 4.04335 -0.061 -0.174 -0.542 -0.06
H -3.80741 6.11988 4.04671 0.619 0.554 -0.193 0.35
H -4.23345 6.03623 2.29293 0.544 0.249 0.001 0.26
H -2.85953 5.03877 2.96459 0.081 -0.051 -0.139 0.06
H -5.34168 3.43126 5.11895 -0.542 0.325 -0.251 0.37
H -3.80908 4.12086 5.14582 0.668 -0.087 -0.161 0.32
H -3.52561 2.37975 2.95664 0.201 0.562 -0.179 -0.28
H -4.92816 1.70627 3.68799 -0.086 -0.043 0.212 0.12
H -2.35265 2.19645 5.02825 -0.007 0.043 -0.284 0.22
H -2.17248 0.46772 3.56143 0.520 -0.321 -0.071 -0.24
H -3.69841 -0.15339 4.02267 -0.051 -0.618 0.560 0.51
H -2.55910 -0.40959 6.50111 -0.530 -0.636 -0.238 0.37
H -1.13333 0.05290 5.77309 0.771 -0.283 -0.444 0.22
H -0.97882 -3.23584 3.98563 0.522 -0.043 0.486 0.12
H -0.19333 -1.59042 4.08686 0.295 -0.163 -0.529 0.28
H -1.69220 -1.99430 3.12784 0.045 0.740 -0.221 -0.04
C -0.24839 6.83787 5.80107 0.453 0.705 -0.500 -0.82
O -0.63428 5.51347 5.69423 -0.706 -2.245 0.380 -0.29
C 0.32854 4.48004 5.94376 1.262 -0.019 -0.607 -1.10
C -0.19103 3.09421 5.54461 -0.963 0.229 1.569 -0.80
N -0.37577 2.94702 4.14150 0.268 0.887 -0.339 0.93
C 0.75372 2.50735 3.36610 0.082 -0.673 -0.913 -1.91
C 0.47182 2.78617 1.91880 0.495 -0.611 -0.198 1.74
O 0.32355 4.20113 1.65598 0.661 -2.333 1.781 -0.69
C -0.23173 4.36346 0.41053 -0.543 1.129 -0.460 -0.27
H -0.32145 7.33312 4.83283 0.060 -0.091 -0.363 0.25
H 0.79605 6.92748 6.09974 -0.044 0.197 0.441 0.38
H -0.94968 7.39138 6.42551 0.269 -0.129 0.507 0.25
H 0.79415 4.44471 6.92868 -0.689 0.385 0.622 0.51
H 1.18847 4.68907 5.30743 0.280 0.045 -0.377 0.45
H -1.15587 2.96748 6.03564 -0.397 0.448 0.137 0.53
H 0.28716 2.22123 5.98882 1.005 0.325 -0.088 0.53
H -0.55553 3.90036 3.86056 -0.500 0.180 -0.661 -0.10
H 0.85449 1.43044 3.50098 -0.062 -0.257 -0.206 0.47
H 1.78233 2.85813 3.44982 0.133 0.925 1.313 0.16
H -0.34834 2.14015 1.60560 -0.734 0.716 -0.177 -0.55
H 1.30469 2.35113 1.36638 0.300 0.393 -0.385 -0.19
H 0.31692 3.83477 -0.36895 0.102 0.202 -0.173 -0.23
H -0.21748 5.44996 0.32435 -0.170 0.012 -0.878 0.47
H -1.26448 4.01486 0.40873 -0.263 -0.102 -0.220 0.19
C -4.56860 -3.66771 0.25712 0.288 0.386 -1.891 -0.73
O -3.97661 -3.48320 -1.07908 -0.641 0.451 -0.088 -0.14
C -4.90728 -3.11220 -2.13050 0.831 0.601 0.673 -0.90
C -4.23193 -2.33142 -3.29504 0.183 -2.692 1.193 0.85
N -3.24325 -3.24561 -3.99145 -0.335 2.415 0.046 -0.65
C -3.12323 -2.76552 -5.38637 2.014 -0.068 -0.493 -1.42
C -2.36940 -1.39438 -5.49248 0.270 0.078 0.695 0.54
O -0.94986 -1.56843 -5.72414 -0.318 0.578 -0.652 -0.29
C -0.19883 -0.32579 -5.92693 -0.731 -0.517 1.195 -0.60
H -3.70748 -3.76038 0.91892 -0.320 -0.076 0.073 0.15
H -5.21929 -4.54217 0.25159 0.183 -0.242 0.164 0.32
H -5.19522 -2.80841 0.49598 0.169 0.128 0.184 0.16
H -5.65753 -2.41599 -1.75564 -0.254 -0.102 0.382 0.13
H -5.39641 -4.01994 -2.48387 -0.172 -0.090 -0.230 0.51
H -3.75271 -1.43986 -2.89061 -0.009 0.043 -0.319 -0.76
H -5.04023 -2.11447 -3.99338 -0.045 0.449 -0.038 0.36
H -3.54102 -4.20785 -3.91713 -0.206 -0.061 -0.247 0.29
H -4.03629 -2.74426 -5.98132 -0.462 0.166 0.428 0.34
H -2.48541 -3.48147 -5.90475 0.115 -0.084 -0.160 0.57
H -2.52109 -0.83720 -4.56802 0.181 -0.019 0.365 -0.32
H -2.78248 -0.69705 -6.22131 -0.119 -0.431 -0.640 0.56
H 0.82872 -0.58305 -6.18392 -0.188 -0.122 -0.081 0.08
H -0.20064 0.22526 -4.98647 0.194 -0.035 0.302 0.14
H -0.62236 0.39640 -6.62490 -0.310 -0.507 -0.572 0.43
C 4.20952 -0.85080 -6.78097 0.197 -1.332 0.062 -0.96
O 3.23787 -1.25522 -5.80997 -0.538 -1.169 0.396 -0.16
C 3.35957 -2.54249 -5.11998 1.836 -0.166 -0.290 -1.04
C 2.34659 -2.78664 -4.06527 -3.502 2.596 -1.382 -0.05
N 1.07428 -3.45618 -4.59632 0.505 -0.068 2.643 -0.35
C 1.21478 -4.87641 -4.77220 -0.580 0.474 -1.921 -1.10
C 1.43621 -5.69736 -3.56987 0.854 0.319 1.528 -0.51
O 0.25494 -5.80280 -2.80106 -1.117 -0.291 0.546 -0.21
C 0.33275 -6.65943 -1.62839 0.802 -0.592 -1.495 -0.91
H 3.69001 -0.32339 -7.58100 0.124 0.892 0.631 0.28
H 4.69053 -1.62376 -7.38036 -0.345 -1.066 0.267 0.39
H 5.09001 -0.42823 -6.29695 -0.366 0.952 -0.011 0.31
H 4.29466 -2.61162 -4.56417 0.641 0.263 -0.571 0.46
H 3.28790 -3.40270 -5.78557 0.444 0.236 -0.703 0.27
H 1.90646 -1.79362 -3.97418 0.252 0.547 0.634 0.10
H 2.68453 -2.96984 -3.04530 -0.136 -0.905 -0.370 0.27
H 0.78675 -3.07434 -5.48605 0.091 0.628 0.129 0.15
H 1.97828 -4.96053 -5.54556 0.584 -1.062 0.204 0.68
H 0.30927 -5.21503 -5.27567 -0.230 -0.246 0.049 0.47
H 2.13752 -5.21154 -2.89146 0.644 0.106 -0.142 0.14
H 1.94010 -6.59587 -3.92608 -0.524 -0.787 0.398 0.49
H -0.56245 -6.76397 -1.01538 -0.360 0.795 -0.598 0.23
H 1.15087 -6.41018 -0.95261 0.214 0.226 -0.177 0.34
H 0.50318 -7.63565 -2.08232 0.261 -0.438 0.562 0.42
C -4.80621 8.61011 -1.77168 1.488 -1.747 0.625 -0.74
O -5.15915 7.36883 -1.14428 -0.693 -0.647 -0.499 -0.34
C -5.46548 6.17804 -1.96424 -1.031 1.993 1.220 -0.46
C -4.31117 5.53717 -2.70510 -0.519 0.130 0.671 -0.45
N -4.74064 4.15074 -3.03874 -0.169 1.781 -2.339 -0.11
C -4.01653 3.18747 -2.33149 0.230 -1.467 1.925 -0.92
C -4.50655 1.76167 -2.51063 -1.202 -0.717 -1.284 -0.68
O -4.10805 1.03791 -3.72384 1.141 1.030 0.899 0.37
C -4.88097 1.31020 -4.89230 -0.021 -0.572 1.365 -0.90
H -3.93072 8.32242 -2.35380 -0.021 0.750 -0.841 0.34
H -4.37756 9.17834 -0.94617 -0.432 0.419 -0.097 0.25
H -5.56684 9.15858 -2.32730 -0.192 -0.291 0.034 0.25
H -6.30861 6.42351 -2.60998 0.113 0.120 -0.544 0.31
H -5.94962 5.56151 -1.20688 0.578 -0.592 -0.079 0.23
H -3.46227 5.58683 -2.02318 0.248 -0.537 0.108 0.19
H -4.00768 6.19693 -3.51794 -0.203 -0.497 -0.554 0.47
H -4.63266 3.93297 -4.01906 -0.070 0.695 -0.269 0.12
H -4.31044 3.46646 -1.31962 0.726 -0.555 0.764 0.50
H -2.93294 3.22530 -2.44338 0.304 0.059 0.014 0.38
H -5.59625 1.75936 -2.53582 -0.370 0.485 -0.114 0.56
H -4.35103 1.13287 -1.63397 0.907 -0.079 -0.242 0.06
H -5.77616 0.73558 -4.65450 -0.724 0.404 -1.010 0.31
H -4.36265 0.90282 -5.76034 0.004 -0.055 0.140 0.08
H -5.06512 2.37194 -5.05627 -0.217 -0.089 -0.021 0.28
```
Forces are in eV/Å.

Properties
Relative energy (zero: lowest compared OMol25 entry of this formula, charge and spin) ... 78.3 kJ/mol
Spin multiplicity ... 1
Net charge ... 0
Gap between HOMO and LUMO ... 8.73 eV